Formula: C18H30BF4N3O2P
Source: the OMol25 dataset
Level of theory: ωB97M-V/def2-TZVPD

The geometry in XYZ format:
```
59
Properties=species:S:1:pos:R:3:mulliken_charge:R:1
C 3.34 -3.53 -1.72 -0.74
C 1.96 -3.96 -1.82 -0.10
C 1.18 -4.19 -0.43 -1.01
C 0.36 -2.93 0.10 0.46
C 0.81 -2.03 1.32 -0.12
N -0.08 -0.96 1.68 0.87
C 0.40 -0.18 2.89 -0.80
C 0.11 1.39 2.84 -0.56
C 1.45 2.32 2.94 -0.38
C 0.92 3.84 2.63 -0.85
C 1.19 4.32 1.13 -0.69
C 0.65 3.33 -0.02 0.20
C 1.19 3.81 -1.46 -0.72
C 1.70 2.57 -2.37 -0.57
C 3.32 2.41 -2.25 -0.58
C 3.60 1.54 -0.91 -0.56
N -1.25 -0.56 1.20 -0.88
C -1.78 -1.25 0.08 0.21
P -3.45 -0.59 -0.63 0.27
N -4.36 -1.73 -1.28 -0.49
C -0.99 -2.46 -0.51 0.58
C -1.59 -3.25 -1.78 -0.05
O -1.66 -2.73 -2.96 -0.61
O -2.01 -4.55 -1.53 -0.66
H 3.94 -4.04 -0.88 0.24
H 3.75 -2.71 -2.39 0.27
H 1.44 -4.17 -2.82 0.39
H 0.40 -5.03 -0.62 0.34
H 1.87 -4.62 0.39 0.46
H 1.81 -2.23 1.87 0.28
H 1.55 -0.31 3.00 0.33
H -0.03 -0.69 3.84 0.23
H -0.46 1.77 1.93 0.33
H -0.50 1.67 3.78 0.30
H 1.85 2.34 4.02 0.34
H 2.25 2.03 2.16 0.21
H -0.23 3.83 2.78 0.35
H 1.33 4.58 3.42 0.35
H 2.30 4.54 0.93 0.33
H 0.61 5.32 0.99 0.29
H -0.51 3.33 -0.08 0.32
H 0.94 2.22 0.14 -0.27
H 2.10 4.51 -1.29 0.30
H 0.38 4.37 -2.04 0.36
H 1.46 2.80 -3.46 0.32
H 1.16 1.59 -2.09 0.28
H 3.85 3.44 -2.24 0.32
H 3.70 1.88 -3.21 0.29
H 3.52 2.21 0.02 0.03
H 2.74 0.77 -0.85 0.07
H 4.63 1.05 -0.98 0.39
H -3.04 0.41 -1.61 0.07
H -4.06 0.15 0.44 0.11
H -5.26 -1.68 -0.74 0.19
B -7.70 -3.99 -0.31 0.66
F -7.16 -4.10 -1.64 -0.42
F -9.13 -3.91 -0.38 -0.41
F -7.32 -5.14 0.45 -0.41
F -7.18 -2.80 0.32 -0.42
```

- max |F| (hartree/bohr) = 0.136
- E_HOMO (eV) = -5.819
- charge = -1
- E_LUMO (eV) = 0.4
- energy (eV) = -48549.58672

Formula: C23H36NO3Si2
Source: the OMol25 dataset
Level of theory: ωB97M-V/def2-TZVPD

The geometry in XYZ format:
```
65
Properties=species:S:1:pos:R:3:mulliken_charge:R:1
C 2.01 -0.72 4.57 -1.05
Si 0.76 0.41 3.81 0.60
C -0.78 0.53 4.87 -1.12
C 1.48 2.11 3.54 -0.95
O 0.07 -0.24 2.37 -0.33
N 0.59 0.03 1.10 0.84
O 1.99 0.39 1.25 -0.42
Si 3.06 -0.95 0.96 0.50
C 4.59 -0.87 2.05 -1.05
C 2.16 -2.57 1.26 -1.00
C 3.56 -0.76 -0.83 -0.75
C -0.23 0.93 0.48 0.09
C -1.40 1.29 1.28 -0.58
C 0.13 1.54 -0.83 -1.04
H 1.79 -0.81 5.64 0.41
H 2.00 -1.74 4.15 0.26
H 3.03 -0.32 4.49 0.24
H -0.53 0.86 5.89 0.36
H -1.50 1.25 4.46 0.33
H -1.29 -0.44 4.94 0.32
H 1.65 2.56 4.54 0.49
H 2.44 2.07 3.02 0.24
H 0.79 2.77 2.99 0.28
H 5.28 -1.67 1.74 0.37
H 5.11 0.09 1.92 0.32
H 4.38 -1.01 3.12 0.31
H 2.62 -3.35 0.63 0.48
H 2.22 -2.91 2.30 0.30
H 1.10 -2.48 0.98 0.30
H 4.20 -1.61 -1.13 0.38
H 2.67 -0.73 -1.48 -0.05
H 4.13 0.18 -0.95 0.29
H -2.06 1.97 0.74 0.34
H -1.97 0.41 1.60 0.34
H -1.06 1.84 2.18 0.05
H 0.45 2.58 -0.63 0.67
H 1.07 1.01 -1.09 0.08
C -1.48 -4.69 -3.96 -0.83
O -0.33 -3.83 -3.98 -0.45
C -0.49 -2.58 -3.46 0.72
C 0.56 -1.66 -3.72 -0.74
C 0.42 -0.34 -3.32 -0.42
C -0.72 0.05 -2.60 -0.22
C -0.79 1.47 -2.05 0.47
C -2.21 2.09 -1.97 -0.03
C -2.38 3.35 -1.39 -0.39
C -3.67 3.91 -1.29 -0.53
C -4.77 3.21 -1.78 -0.57
C -4.59 2.04 -2.51 -0.73
C -3.29 1.54 -2.69 -0.46
C -1.67 -0.89 -2.22 -0.40
C -1.60 -2.20 -2.68 -0.90
H -1.15 -5.59 -4.47 0.26
H -1.78 -4.90 -2.93 0.30
H -2.32 -4.23 -4.50 0.35
H 1.44 -2.00 -4.25 0.48
H 1.19 0.39 -3.57 0.51
H -0.29 2.11 -2.81 0.61
H -1.50 3.92 -1.07 0.37
H -3.79 4.87 -0.78 0.40
H -5.78 3.59 -1.62 0.40
H -5.44 1.48 -2.92 0.39
H -3.13 0.72 -3.40 0.60
H -2.52 -0.58 -1.60 0.61
H -2.40 -2.90 -2.44 0.35
```

- SMILES = COc1ccc([C@H](CC(C)=[N+](O[Si](C)(C)C)O[Si](C)(C)C)c2ccccc2)cc1
- max |F| (hartree/bohr) = 0.071
- E_HOMO (eV) = -10.903
- charge = +1
- E_LUMO (eV) = -4.7
- energy above the lowest of the compared OMol25 structures with the same formula, charge and spin (eV) = 0.000
- energy (eV) = -47816.41644

Formula: C25H44MgN3Se2
Source: the OMol25 dataset
Level of theory: ωB97M-V/def2-TZVPD

The geometry in XYZ format:
```
75
Properties=species:S:1:pos:R:3:mulliken_charge:R:1
Mg 0.15 0.41 0.27 1.02
C -0.52 2.29 -0.97 -0.70
C 0.90 2.22 -1.09 -0.60
C 1.42 2.40 0.24 -0.32
C 0.29 2.54 1.11 0.14
C -0.90 2.51 0.36 -0.39
C -2.30 2.88 0.83 2.06
C -2.40 2.87 2.36 -1.68
C -3.35 1.93 0.25 -1.33
C -2.60 4.30 0.33 -1.74
C 2.85 2.65 0.76 2.29
C 3.44 3.88 0.06 -1.83
C 2.82 2.99 2.26 -2.30
C 3.81 1.45 0.63 -1.34
C 1.52 2.19 -2.49 2.02
C 1.60 3.63 -3.02 -1.68
C 0.64 1.40 -3.47 -1.84
C 2.90 1.53 -2.58 -1.90
H -1.21 2.27 -1.81 0.62
H 0.35 2.73 2.17 0.67
H -2.16 1.89 2.78 0.17
H -3.41 3.14 2.67 0.45
H -1.71 3.60 2.80 0.37
H -3.21 0.90 0.59 -0.02
H -3.33 1.94 -0.85 0.24
H -4.35 2.24 0.55 0.57
H -1.85 5.00 0.72 0.38
H -3.58 4.63 0.67 0.47
H -2.57 4.35 -0.76 0.31
H 2.75 4.73 0.13 0.34
H 3.65 3.71 -1.00 0.29
H 4.37 4.17 0.54 0.53
H 2.27 3.91 2.46 0.39
H 3.85 3.14 2.60 0.47
H 2.39 2.19 2.85 0.31
H 3.68 0.90 -0.30 -0.05
H 3.67 0.77 1.47 0.33
H 4.84 1.80 0.68 0.43
H 0.60 4.07 -3.06 0.31
H 2.02 3.65 -4.02 0.47
H 2.22 4.27 -2.38 0.24
H -0.36 1.83 -3.57 0.36
H 0.55 0.36 -3.18 0.25
H 1.09 1.43 -4.46 0.53
H 3.67 2.05 -2.01 0.28
H 3.23 1.53 -3.62 0.57
H 2.86 0.49 -2.25 0.16
C -2.57 -2.30 1.12 -1.02
Se -1.68 -0.90 2.14 0.19
C -0.50 -2.07 3.16 -1.05
C 0.69 -2.59 2.38 -0.61
Se 1.83 -1.10 1.88 0.18
C 3.24 -2.12 1.00 -1.14
H -3.06 -2.97 1.81 0.47
H -1.87 -2.83 0.48 0.23
H -3.33 -1.81 0.50 0.30
H -1.11 -2.89 3.53 0.48
H -0.18 -1.48 4.03 0.45
H 0.38 -3.12 1.48 0.34
H 1.28 -3.26 3.00 0.54
H 2.80 -2.92 0.41 0.43
H 3.89 -2.53 1.77 0.38
H 3.80 -1.44 0.37 0.35
N -3.22 -1.70 -3.38 -0.41
C -2.03 -1.83 -2.76 0.40
C -1.60 -0.90 -1.79 -0.49
N -0.45 -1.06 -1.16 2.07
C 0.31 -2.12 -1.48 -0.85
C -0.12 -3.02 -2.43 -0.67
N -1.28 -2.89 -3.07 -0.61
H -3.75 -0.85 -3.31 0.20
H -3.43 -2.33 -4.13 0.27
H -2.19 -0.03 -1.54 -0.32
H 1.26 -2.23 -0.97 0.14
H 0.48 -3.88 -2.70 0.43
```

- max |F| (hartree/bohr) = 0.003
- E_HOMO (eV) = -10.428
- charge = +1
- E_LUMO (eV) = -3.1
- energy above the lowest of the compared OMol25 structures with the same formula, charge and spin (eV) = 0.091
- energy (eV) = -167243.84952

Formula: H20O10
Source: the OMol25 dataset
Level of theory: ωB97M-V/def2-TZVPD

The geometry in XYZ format:
```
30
Properties=species:S:1:pos:R:3:mulliken_charge:R:1
H -1.00 1.25 -1.28 0.32
H -0.15 0.07 -0.85 0.29
H 2.51 -2.37 -1.01 0.30
H 3.94 -2.81 -1.24 0.34
H 1.69 -0.22 2.44 0.29
H 3.10 0.11 1.98 0.31
H 3.27 1.47 0.76 0.30
H 3.81 2.52 1.73 0.33
H 3.55 -1.08 -1.71 0.23
H 2.99 0.29 -2.06 0.30
H 0.69 3.89 -0.62 0.31
H -0.50 4.83 -0.77 0.32
H -2.92 -3.43 -1.17 0.31
H -2.95 -3.86 0.29 0.33
H -3.79 2.57 -1.71 0.33
H -4.85 1.50 -1.93 0.30
H -3.39 1.14 0.01 0.37
H -4.29 0.05 0.56 0.28
H -1.43 -2.12 2.19 0.30
H -2.69 -1.38 2.60 0.33
O -0.37 0.61 -1.62 -0.60
O 3.03 -3.08 -1.39 -0.62
O 2.52 0.18 2.74 -0.58
O 3.97 1.62 1.41 -0.65
O 3.28 -0.54 -2.46 -0.55
O 0.06 4.41 -0.11 -0.63
O -2.40 -3.88 -0.50 -0.64
O -3.96 1.63 -1.59 -0.65
O -3.76 0.80 0.83 -0.63
O -2.07 -2.05 2.91 -0.63
```

- SMILES = O.O.O.O.O.O.O.O.O.O
- max |F| (hartree/bohr) = 0.027
- E_HOMO (eV) = -11.013
- charge = 0
- E_LUMO (eV) = -0.5
- energy above the lowest of the compared OMol25 structures with the same formula, charge and spin (eV) = 4.441
- energy (eV) = -20798.17213

Formula: C5H12N2O
Source: the OMol25 dataset
Level of theory: ωB97M-V/def2-TZVPD

The geometry in XYZ format:
```
20
Properties=species:S:1:pos:R:3:mulliken_charge:R:1
C -0.44 0.37 0.11 1.76
C -1.47 -1.79 0.59 -0.73
C -1.19 0.62 -1.21 -1.64
C -0.28 1.68 0.88 -1.73
N 3.17 -0.11 -0.29 -0.58
C 0.91 -0.22 -0.22 -0.82
O -1.19 -0.47 0.99 -0.43
N 1.98 0.37 0.10 0.05
H 3.92 0.19 0.31 0.23
H 3.22 -1.07 -0.61 0.22
H 0.91 -1.17 -0.78 0.44
H -2.00 -1.82 -0.37 0.29
H -0.56 -2.40 0.51 0.25
H -2.11 -2.20 1.36 0.30
H -1.27 2.10 1.08 0.43
H 0.21 1.49 1.82 0.38
H -2.21 0.92 -0.99 0.38
H -0.70 1.41 -1.76 0.42
H -1.21 -0.27 -1.83 0.39
H 0.31 2.38 0.30 0.39
```

- SMILES = COC(C)(C)/C=N/N
- max |F| (hartree/bohr) = 0.015
- E_HOMO (eV) = -8.887
- charge = 0
- E_LUMO (eV) = 1.0
- energy above the lowest of the compared OMol25 structures with the same formula, charge and spin (eV) = 2.636
- energy (eV) = -10405.78776